# C51H40BrCl4KN5O5Sb

A structure of composition C51H40BrCl4KN5O5Sb in a non-equilibrium geometry (ωB97M-V/def2-TZVPD, the OMol25 dataset).

Properties
total energy = -214220.406 eV
HOMO energy = -1.360 eV
F_max = 0.027 hartree/bohr
HOMO-LUMO gap = 4.8 eV
charge = -2
energy relative to the best compared isomer or geometry (same formula, charge and spin) = 0.0 kcal per mole

The geometry in XYZ format:
```
108
Properties=species:S:1:pos:R:3:mulliken_charge:R:1
K 0.12854 0.70190 -0.45450 1.26
O -2.16138 -2.56817 1.22602 -0.79
C -3.14578 -2.75535 0.33930 0.63
C -4.26448 -3.50615 0.72442 -0.53
C -5.30281 -3.72876 -0.16345 -0.41
C -5.24823 -3.21731 -1.45576 -0.87
C -4.13438 -2.47994 -1.83526 -0.43
C -3.07942 -2.22733 -0.96799 -0.19
C -1.86402 -1.42756 -1.45354 0.07
O -0.83339 -1.43013 -0.55668 0.63
N -2.39515 -0.07078 -1.80429 0.26
N -1.55221 0.75102 -2.48641 -0.62
C -1.74714 2.00848 -2.40475 -0.28
C -0.85069 2.98018 -3.04323 0.19
Br 0.84148 2.30694 -3.56934 -0.09
C -1.10431 4.28243 -3.14916 -0.77
C -2.36893 4.93998 -2.75799 0.40
C -2.30414 6.12797 -2.02596 -0.43
C -3.45923 6.76899 -1.60795 -0.57
C -4.70590 6.24396 -1.92840 -0.39
C -4.78438 5.07695 -2.67479 -0.72
C -3.62493 4.43297 -3.08879 -0.13
H -1.43941 -2.03113 0.67079 -0.09
H -4.28289 -3.90480 1.73279 0.46
H -6.16005 -4.31320 0.15479 0.40
H -6.05742 -3.39491 -2.15359 0.38
H -4.07556 -2.07453 -2.84148 0.45
H -1.56286 -1.83313 -2.43272 -0.22
H -2.93771 0.37085 -1.06551 0.27
H -2.53303 2.43426 -1.78064 0.24
H -0.30324 4.93638 -3.47288 0.39
H -1.33308 6.51915 -1.74645 0.42
H -3.37899 7.67095 -1.01242 0.38
H -5.60919 6.74185 -1.59645 0.39
H -5.74917 4.66077 -2.94103 0.39
H -3.68842 3.52920 -3.68270 0.53
Cl 1.57912 6.53350 3.18762 -0.27
C 1.68879 4.92389 2.51721 0.13
C 2.64812 4.04756 2.95272 0.39
Cl 3.79123 4.52166 4.18306 -0.27
C 2.70149 2.75265 2.39375 0.43
Cl 3.91425 1.62514 2.95436 -0.27
C 1.83189 2.28727 1.40015 -1.08
O 1.90667 1.08167 0.92907 -0.23
C 0.80799 3.24447 0.90881 -0.98
O -0.03364 2.92219 -0.01626 -0.34
C 0.78957 4.50810 1.51407 0.63
Cl -0.45653 5.61685 0.96129 -0.23
C 6.62124 -3.98573 -0.45711 -0.36
C 5.81675 -3.86557 0.66960 -0.62
C 4.56087 -3.28166 0.56605 -0.83
C 4.06836 -2.81519 -0.65724 0.42
C 4.89267 -2.93914 -1.77305 -0.03
C 6.15506 -3.51812 -1.67726 -0.75
Sb 2.04382 -1.99615 -0.55289 0.49
C 2.07025 -1.44196 -2.64557 0.70
C 3.05007 -0.54647 -3.07945 -0.72
C 3.16496 -0.20123 -4.42026 -0.80
C 2.26905 -0.71619 -5.34820 -0.41
C 1.26693 -1.57828 -4.92586 -0.58
C 1.17586 -1.94501 -3.58762 -0.36
C 1.23476 -3.98213 -0.90135 0.25
C 1.76965 -4.84516 -1.85830 -0.10
C 1.23445 -6.11030 -2.06542 -0.71
C 0.15069 -6.54004 -1.30819 -0.51
C -0.38462 -5.69776 -0.34401 -0.42
C 0.15497 -4.43047 -0.14375 -0.36
H 7.60613 -4.43236 -0.38094 0.34
H 6.16859 -4.21602 1.63349 0.38
H 3.95930 -3.18158 1.46628 0.36
H 4.55325 -2.58844 -2.74160 0.29
H 6.77504 -3.60201 -2.56356 0.36
H 3.74939 -0.11798 -2.36648 0.44
H 3.94242 0.48675 -4.73447 0.43
H 2.33856 -0.43057 -6.39132 0.32
H 0.55170 -1.97270 -5.63871 0.37
H 0.40259 -2.64039 -3.27888 0.28
H 2.61957 -4.53048 -2.45531 0.36
H 1.66528 -6.75903 -2.82021 0.37
H -0.27494 -7.52345 -1.47223 0.34
H -1.23429 -6.01168 0.25161 0.43
H -0.29658 -3.78875 0.60672 0.11
O 1.33618 -1.17169 2.64382 -0.74
H 0.37346 -1.13326 2.56502 0.28
H 1.61831 -0.34505 2.18392 0.37
C -3.83077 1.81993 1.20321 -0.99
C -2.46400 1.64779 1.39206 -0.17
N -1.95051 0.70510 2.18850 -0.09
C -2.80509 -0.06464 2.85380 -0.09
C -4.19040 0.04752 2.76186 0.76
C -4.70685 0.99179 1.88228 -0.35
C -5.09770 -0.85917 3.49729 -0.86
C -5.10806 -1.20776 4.78449 -0.74
C -4.30166 -0.69922 5.92441 0.64
C -3.65568 0.53370 5.95916 -0.36
C -2.98445 0.86411 7.12066 -0.30
N -2.95145 0.06501 8.18813 -0.63
C -3.61493 -1.07510 8.05913 -0.08
N -4.29295 -1.50015 6.99682 -0.62
H -4.18133 2.58935 0.52580 0.58
H -1.75148 2.25998 0.83905 0.44
H -2.37375 -0.83760 3.48257 0.46
H -5.77883 1.07666 1.74142 0.48
H -5.85935 -1.32468 2.87703 0.40
H -5.81247 -1.96811 5.10067 0.34
H -3.66485 1.21386 5.12369 0.44
H -2.45384 1.80726 7.19149 0.42
H -3.60912 -1.73836 8.91893 0.40
```